The following is a DFT calculation (ωB97M-V/def2-TZVPD) of a single C5H4N2O molecule at a distorted geometry.

Positions of all 12 atoms, in Å:
1 C -1.45722 -0.21131 -0.00454
2 C -1.00276 1.31534 0.12763
3 C 2.16703 -0.26434 0.14242
4 C 1.16045 -1.27825 0.04679
5 C -0.04538 -0.64001 -0.16068
6 H -1.06054 1.68779 1.12479
7 H -1.41108 1.99720 -0.64213
8 H 3.26094 -0.31472 0.16871
9 H 1.38904 -2.32528 0.00505
10 N 0.30425 0.68241 -0.22532
11 N 1.58983 0.94272 -0.04336
12 O -2.54620 -0.74369 0.03933

SMILES: O=C1Cn2nccc21
Relative energy (zero: lowest compared OMol25 entry of this formula, charge and spin) (eV): 1.818
Gap between HOMO and LUMO (Ha): 0.37555
HOMO level (eV): -10.0

---

The following is a DFT calculation (ωB97M-V/def2-TZVPD) of a single C4H7N3 molecule.

Positions of all 14 atoms, in Å:
1 N 0.00268 -0.82553 2.15241
2 C 0.20964 -0.43731 0.79975
3 C 0.73015 0.86662 0.19538
4 C -0.17378 0.78902 -0.80289
5 N -0.46576 1.48581 -1.95150
6 C -0.78436 -0.49612 -0.28234
7 N 0.32295 -1.49753 -0.22340
8 H 0.87720 -1.14622 2.55900
9 H -0.29833 -0.02110 2.69503
10 H 1.65053 1.42739 0.32364
11 H -0.86457 0.93328 -2.69738
12 H 0.26062 2.10944 -2.27621
13 H -1.82562 -0.78866 -0.20550
14 H -0.08505 -2.33622 0.20277

SMILES: NC1=C[C@]2(N)N[C@H]12
Relative energy (zero: lowest compared OMol25 entry of this formula, charge and spin) (eV): 2.807
Gap between HOMO and LUMO (Ha): 0.32728
HOMO level (eV): -7.8

---

- Which of these has the highest gap between HOMO and LUMO?
  C5H4N2O

---

- Which of these has the highest HOMO level?
  C4H7N3

---

Please write out number 2 again, unchanged.
The following is a DFT calculation (ωB97M-V/def2-TZVPD) of a single C4H7N3 molecule.

Positions of all 14 atoms, in Å:
1 N 0.00268 -0.82553 2.15241
2 C 0.20964 -0.43731 0.79975
3 C 0.73015 0.86662 0.19538
4 C -0.17378 0.78902 -0.80289
5 N -0.46576 1.48581 -1.95150
6 C -0.78436 -0.49612 -0.28234
7 N 0.32295 -1.49753 -0.22340
8 H 0.87720 -1.14622 2.55900
9 H -0.29833 -0.02110 2.69503
10 H 1.65053 1.42739 0.32364
11 H -0.86457 0.93328 -2.69738
12 H 0.26062 2.10944 -2.27621
13 H -1.82562 -0.78866 -0.20550
14 H -0.08505 -2.33622 0.20277

SMILES: NC1=C[C@]2(N)N[C@H]12
Relative energy (zero: lowest compared OMol25 entry of this formula, charge and spin) (eV): 2.807
Gap between HOMO and LUMO (Ha): 0.32728
HOMO level (eV): -7.8

---

- Which of these has the lowest gap between HOMO and LUMO?
  C4H7N3